Record 1
15
Properties=species:S:1:pos:R:3:lowdin_charge:R:1 method="wB97M-V/def2-TZVPD" total_charge=+1 e_above_lowest_ev=6.516 total_energy_ev=-9745.9483 lumo_ev=-4.91
C -0.5563 -0.7714 0.9286 0.015
C -0.2683 -0.3168 -1.1141 -0.093
C 0.6092 -0.1066 0.1201 -0.296
N 1.9990 -0.1107 0.2378 -0.014
N 0.4322 1.7601 0.4191 0.134
N -1.3914 -0.3628 -0.2632 0.102
O 2.6827 -0.5338 -0.6876 0.072
H -0.3529 -1.8758 0.9075 0.157
H -0.8572 -0.5862 2.0451 0.181
H -0.1124 0.5585 -1.7497 0.151
H -0.0533 -1.2140 -1.6735 0.151
H 0.4492 1.7123 1.4332 0.049
H 1.2097 2.2639 0.0620 0.041
H -2.0653 -1.0092 -0.5219 0.164
H -1.7249 0.5924 -0.1435 0.188



Record 2
106
Properties=species:S:1:pos:R:3:lowdin_charge:R:1 method="wB97M-V/def2-TZVPD" total_charge=+1 total_energy_ev=-90827.2299 lumo_ev=-2.86
C -0.1660 0.5415 7.8497 -0.118
O -1.4146 -0.1022 7.7548 -0.186
C -1.7130 -0.5708 6.4512 -0.240
C -3.1935 -0.3398 6.1274 -0.162
C -3.3650 0.4262 4.7997 -0.210
C -2.8239 -0.3366 3.5787 -0.193
C -2.1746 0.5739 2.5165 -0.173
C -0.8290 0.0373 1.9447 -0.174
C -1.0010 -0.3774 0.4797 -0.158
C 0.2446 -0.9710 -0.2382 -0.405
C 0.6893 -2.1807 0.6341 -0.049
C 1.4018 0.0512 -0.1507 -0.265
P 3.1542 -0.6585 -0.3426 0.941
O 3.8099 0.2144 0.8711 -0.262
O 3.5184 0.3027 -1.6252 -0.284
N 1.2550 1.2757 -1.0569 -0.037
C 0.4936 2.4060 -0.4090 0.020
C 1.4932 3.3164 0.2776 -0.441
O 2.0913 4.2000 -0.2252 0.220
F 1.6760 2.9598 1.5462 0.144
C 0.7931 0.9558 -2.4517 -0.156
C -0.3447 -0.0518 -2.5066 -0.386
P -0.6600 -0.1910 -4.3273 0.751
N 0.6520 0.1219 -5.1382 -0.280
C -0.1297 -1.3860 -1.7144 -0.480
C -1.4642 -2.1606 -1.8256 -0.190
C -1.5826 -3.5993 -1.2358 -0.382
C -2.2674 -4.5266 -2.2630 -0.088
C -2.4207 -3.6475 0.0730 -0.060
P 1.1958 -2.3643 -2.6283 0.453
S 0.6081 -3.5459 -4.0588 0.250
H -0.1660 1.4986 7.3127 0.087
H 0.0422 0.7330 8.9004 0.089
H 0.6455 -0.0767 7.4472 0.086
H -1.0834 -0.0388 5.7263 0.109
H -1.4814 -1.6406 6.3920 0.124
H -3.6224 0.2829 6.9107 0.118
H -3.7295 -1.2843 6.0297 0.113
H -4.4226 0.6660 4.6675 0.111
H -2.8564 1.3887 4.9210 0.107
H -3.6906 -0.8081 3.1076 0.112
H -2.1459 -1.1338 3.8836 0.100
H -2.0125 1.5759 2.9178 0.105
H -2.8688 0.7009 1.6806 0.108
H -0.0890 0.8308 2.0774 0.092
H -0.5186 -0.8021 2.5650 0.108
H -1.4005 0.4911 -0.0510 0.104
H -1.7889 -1.1255 0.4744 0.094
H 1.3782 -1.8765 1.4238 0.091
H -0.1885 -2.5715 1.1464 0.076
H 1.1047 -3.0022 0.0633 0.053
H 1.4451 0.4485 0.8638 0.104
H 4.4092 0.8842 0.5037 0.053
H 4.4090 0.1047 -1.9472 0.095
H 2.2077 1.6346 -1.1790 0.140
H -0.1874 2.0255 0.3427 0.113
H -0.0128 2.9991 -1.1652 0.152
H 0.4578 1.8936 -2.8991 0.136
H 1.6577 0.6583 -3.0395 0.086
H -1.2267 0.4226 -2.0625 0.112
H -1.6552 0.7703 -4.5916 0.005
H -1.1755 -1.4330 -4.7083 -0.009
H 0.8862 -0.6471 -5.7563 -0.022
H -1.7079 -2.2567 -2.8824 0.052
H -2.2681 -1.5539 -1.4044 0.114
H -0.5995 -4.0183 -1.0181 0.106
H -2.0612 -4.2441 -3.2921 0.034
H -1.9677 -5.5638 -2.1081 0.090
H -3.3523 -4.4984 -2.1326 0.082
H -2.9918 -2.7331 0.2321 0.070
H -3.1542 -4.4522 0.0162 0.077
H -1.8197 -3.8739 0.9552 0.071
H 2.0462 -1.3761 -3.1328 -0.025
H 1.9817 -3.0386 -1.6897 -0.027
C 6.7090 0.0761 2.3862 -0.099
O 6.9451 0.3130 1.0025 -0.212
C 7.0978 1.6906 0.6895 -0.219
C 8.5503 2.1009 0.5683 -0.207
O 9.2300 1.9782 1.7995 -0.184
C 10.0168 0.8024 1.9104 -0.099
H 6.8893 -0.9786 2.5830 0.096
H 7.3701 0.6717 3.0169 0.090
H 5.6684 0.3086 2.6334 0.072
H 6.5974 2.3121 1.4407 0.130
H 6.6105 1.8645 -0.2796 0.116
H 8.5910 3.1535 0.2726 0.130
H 9.0447 1.5117 -0.2104 0.130
H 10.9435 0.9043 1.3377 0.092
H 9.4754 -0.0813 1.5657 0.084
H 10.2664 0.6762 2.9618 0.093
C -4.9997 0.3074 -5.6263 -0.103
O -5.4227 0.2538 -4.2758 -0.187
C -4.9163 1.3117 -3.4873 -0.224
C -5.9247 2.4248 -3.2937 -0.211
O -6.2373 3.0683 -4.5114 -0.188
C -7.4604 2.6406 -5.0918 -0.099
H -5.6457 -0.3460 -6.2089 0.095
H -5.0653 1.3187 -6.0315 0.089
H -3.9678 -0.0553 -5.7150 0.071
H -3.9954 1.7145 -3.9272 0.108
H -4.6696 0.8917 -2.5039 0.118
H -5.4904 3.1787 -2.6284 0.125
H -6.8282 2.0332 -2.8163 0.130
H -8.3112 3.0846 -4.5663 0.091
H -7.5557 1.5530 -5.0781 0.085
H -7.4678 2.9834 -6.1243 0.092



Record 3
204
Properties=species:S:1:pos:R:3:lowdin_charge:R:1 method="wB97M-V/def2-TZVPD" e_above_lowest_ev=2.913 total_energy_ev=-89897.8086 lumo_ev=0.41
C -5.5281 5.1655 4.5036 -0.046
C -4.5728 4.7738 3.3731 -0.502
C -3.6433 3.6363 3.6271 -0.055
O -5.3269 4.5842 2.1640 -0.060
H -4.9164 5.3768 5.3764 0.069
H -6.1331 4.2405 4.8132 0.103
H -6.2612 5.9652 4.3401 0.081
H -4.0042 5.6088 3.1312 0.107
H -4.2810 2.7673 3.6204 0.058
H -3.0998 3.7916 4.5632 0.089
H -2.9125 3.5364 2.8042 0.085
H -5.8030 3.7533 2.2730 0.077
C -4.7015 0.1108 2.7644 -0.049
C -4.6069 -1.3744 2.5333 -0.525
C -5.1802 -2.2033 3.6073 -0.051
O -5.2434 -1.8620 1.3714 -0.026
H -5.6993 0.3273 2.9643 0.065
H -4.4296 0.6823 1.8529 0.070
H -4.0775 0.5893 3.5262 0.060
H -3.5243 -1.4880 2.4106 0.116
H -4.8194 -3.2251 3.5711 0.067
H -6.2594 -2.2394 3.6093 0.091
H -4.7912 -1.7752 4.5251 0.079
H -5.0044 -1.3264 0.6299 0.024
C 5.3674 2.4525 0.6508 -0.071
C 4.1311 2.0253 -0.1339 -0.437
C 3.7796 2.9621 -1.2973 -0.032
O 4.4143 0.6474 -0.5316 -0.086
H 6.3382 2.2274 0.1560 0.088
H 5.4062 1.8139 1.5704 0.084
H 5.3497 3.5256 0.9430 0.080
H 3.2104 1.9527 0.5129 0.127
H 3.8165 4.0130 -1.0222 0.082
H 2.8121 2.8456 -1.8102 0.075
H 4.5415 2.9031 -2.0465 0.038
H 3.8165 0.4477 -1.2524 0.020
C 2.6401 4.2009 2.8744 -0.037
C 1.1433 3.8081 2.6520 -0.498
C 0.2079 4.6554 3.4839 -0.054
O 0.7992 3.9143 1.2956 -0.045
H 2.7073 5.2700 2.6184 0.081
H 3.2298 3.6041 2.1665 0.043
H 3.0314 4.0346 3.9432 0.107
H 1.0276 2.7467 2.8747 0.126
H 0.5675 4.6168 4.5015 0.078
H -0.7267 4.1274 3.4467 0.041
H 0.0566 5.7220 3.2056 0.099
H 0.6640 4.8042 1.0513 0.057
C -3.9191 -2.8784 -2.0101 -0.032
C -2.5052 -2.3609 -1.7134 -0.471
C -1.4764 -3.3466 -2.0976 -0.066
O -2.3501 -1.0577 -2.3478 -0.068
H -4.6141 -2.0899 -1.8089 0.041
H -4.2308 -3.7769 -1.4543 0.100
H -3.9575 -3.0962 -3.0665 0.075
H -2.4735 -2.2285 -0.6283 0.122
H -0.4795 -2.9240 -1.9084 0.065
H -1.6383 -3.5627 -3.1710 0.102
H -1.5357 -4.2775 -1.4976 0.083
H -1.5010 -0.6967 -2.0845 0.036
C 4.7886 -5.9352 3.5033 -0.038
C 3.9828 -5.2443 4.5958 -0.474
C 3.3673 -3.9539 4.1014 -0.062
O 2.8576 -6.0564 4.9475 -0.068
H 4.8279 -7.0532 3.6321 0.094
H 5.7852 -5.5270 3.3523 0.073
H 4.2516 -5.7678 2.5618 0.065
H 4.5401 -5.0278 5.4631 0.118
H 4.0924 -3.2289 3.7842 0.059
H 2.7642 -3.5206 4.9223 0.086
H 2.8801 -4.0059 3.1208 0.068
H 3.2204 -6.9404 5.1241 0.090
C 4.9966 -2.7686 0.6464 -0.046
C 6.4346 -2.4035 0.7833 -0.463
C 6.7040 -1.0175 1.2530 -0.054
O 7.0762 -3.4423 1.6314 -0.056
H 4.3568 -2.5850 1.5222 0.076
H 5.0057 -3.8536 0.3964 0.098
H 4.5469 -2.1270 -0.0519 0.034
H 6.9123 -2.4610 -0.1912 0.130
H 6.1151 -0.9189 2.1465 0.083
H 6.4466 -0.2439 0.5501 0.055
H 7.7499 -0.9025 1.5116 0.084
H 7.7466 -3.0773 2.1811 0.051
C -2.2668 4.3456 -0.9634 -0.059
C -3.1420 5.6076 -0.6240 -0.479
C -2.2405 6.5611 0.1210 -0.064
O -3.6097 6.2022 -1.8330 -0.049
H -1.7647 4.0601 -0.0456 0.046
H -1.4868 4.6817 -1.7292 0.094
H -2.8343 3.5115 -1.4257 0.065
H -3.9893 5.2496 0.0112 0.132
H -1.7148 6.1066 0.9886 0.077
H -2.8574 7.3819 0.3836 0.071
H -1.4581 6.8340 -0.5928 0.082
H -2.8728 6.6382 -2.2712 0.081
C -1.2822 1.2409 4.8216 -0.054
C -0.8509 -0.1218 5.3781 -0.504
C 0.6548 -0.4156 5.2673 -0.047
O -1.2300 -0.1400 6.7361 -0.053
H -2.3650 1.3245 5.0614 0.075
H -1.0625 1.3470 3.7556 0.065
H -0.7988 1.9897 5.4043 0.070
H -1.3617 -0.9303 4.8077 0.125
H 0.8490 -1.2762 5.8587 0.058
H 1.2919 0.3536 5.7007 0.082
H 1.0339 -0.5248 4.2836 0.056
H -1.9931 -0.7879 6.7262 0.124
C -2.0518 -4.4542 2.6738 -0.034
C -0.6455 -4.8257 3.2500 -0.439
C -0.4873 -4.2987 4.6755 -0.042
O -0.5993 -6.2700 3.2022 -0.075
H -2.2966 -5.2463 1.9153 0.095
H -2.1161 -3.4068 2.2388 0.083
H -2.8455 -4.4917 3.4024 0.054
H 0.1568 -4.4267 2.6514 0.110
H -1.0870 -4.7689 5.4165 0.074
H -0.5795 -3.1951 4.6342 0.076
H 0.5203 -4.5379 5.0516 0.061
H 0.1574 -6.5748 3.7347 0.104
C 5.9722 2.8366 -4.2630 -0.073
C 4.6449 3.2150 -4.7778 -0.499
C 4.7304 3.8968 -6.1665 -0.045
O 3.7683 2.0678 -4.8155 -0.084
H 6.5853 3.6654 -3.9963 0.079
H 6.4838 2.1269 -5.0009 0.118
H 5.8498 2.2537 -3.3688 0.050
H 4.2491 3.9793 -4.1168 0.123
H 5.1294 4.9070 -6.2085 0.074
H 3.6784 4.0032 -6.4903 0.071
H 5.2823 3.3260 -6.9236 0.081
H 2.8952 2.3384 -5.1924 0.033
C -1.1710 0.6930 0.4238 -0.038
C 0.1244 0.4119 -0.2895 -0.443
C 0.7505 -0.8828 0.2719 -0.011
O -0.0208 0.3196 -1.7039 -0.055
H -1.8696 -0.1664 0.4482 0.079
H -1.7427 1.5290 -0.0440 0.081
H -0.9747 1.1808 1.3610 0.061
H 0.6754 1.2910 -0.0290 0.113
H 0.9405 -0.8268 1.3047 0.055
H 1.7074 -1.1460 -0.2007 0.067
H 0.0281 -1.7128 0.0396 0.084
H 0.7966 0.1463 -2.1675 0.052
C 2.5526 -1.8968 -4.2945 -0.037
C 3.1806 -1.4642 -3.0156 -0.444
C 4.7367 -1.3789 -2.9964 -0.013
O 2.6925 -0.1572 -2.6294 -0.102
H 1.5183 -1.9931 -4.0779 0.067
H 2.9776 -2.8150 -4.6867 0.092
H 2.7526 -1.0960 -5.0300 0.095
H 2.8909 -2.1473 -2.2131 0.128
H 5.0279 -0.4965 -3.5749 0.086
H 5.1749 -2.3162 -3.3325 0.089
H 5.0342 -1.1540 -2.0125 0.026
H 2.8341 0.3989 -3.4236 0.082
C -0.1108 0.9381 -5.3213 -0.034
C 0.2722 2.4160 -5.4254 -0.396
C 0.6072 3.0488 -4.0856 -0.034
O 1.5009 2.4481 -6.2157 -0.064
H 0.6703 0.2681 -5.0388 0.056
H -0.3724 0.6434 -6.3477 0.097
H -0.9755 0.6877 -4.7294 0.052
H -0.5259 2.9110 -5.9607 0.132
H 1.4687 2.5821 -3.6681 0.037
H -0.1585 2.7363 -3.3799 0.072
H 0.7368 4.1652 -4.1038 0.108
H 1.4824 1.7856 -6.8657 0.071
C -3.7825 1.2231 -4.7746 -0.053
C -4.1178 -0.2217 -5.2204 -0.423
C -5.0407 -0.2458 -6.4953 -0.028
O -2.8548 -0.8727 -5.5157 -0.096
H -3.2844 1.2459 -3.8556 0.037
H -4.6865 1.8179 -4.7985 0.076
H -3.1424 1.6753 -5.5278 0.076
H -4.5432 -0.8399 -4.4389 0.114
H -4.5417 0.3074 -7.2574 0.067
H -5.9418 0.2641 -6.2704 0.059
H -5.2097 -1.2836 -6.7570 0.077
H -2.3946 -0.9878 -4.6523 0.061
C -6.7560 0.3187 -1.6719 -0.039
C -5.3988 0.8738 -1.3059 -0.461
C -5.4425 2.0417 -0.3929 -0.061
O -4.5786 -0.2565 -0.8609 -0.104
H -7.2607 1.0642 -2.2691 0.081
H -7.3656 -0.0096 -0.8088 0.099
H -6.4997 -0.5255 -2.2842 0.069
H -4.9765 1.1654 -2.3106 0.129
H -4.4322 2.4124 -0.0374 0.085
H -5.9110 1.6681 0.4874 0.053
H -6.0667 2.8473 -0.8407 0.110
H -3.6925 -0.1355 -1.2129 0.051
C 2.6456 -6.7408 -0.4365 -0.059
C 1.5158 -6.1130 0.3451 -0.511
C 0.8443 -5.0211 -0.5005 -0.075
O 0.5656 -7.1131 0.7542 -0.073
H 2.2392 -7.3029 -1.2834 0.089
H 3.1746 -7.4239 0.2586 0.087
H 3.3354 -5.9654 -0.7140 0.062
H 1.8912 -5.5832 1.2454 0.118
H -0.1229 -4.6622 -0.0248 0.073
H 0.6108 -5.3790 -1.5369 0.097
H 1.5202 -4.1622 -0.4886 0.064
H 0.1647 -6.7673 1.6138 0.064



Record 4
14
Properties=species:S:1:pos:R:3:lowdin_charge:R:1 method="wB97M-V/def2-TZVPD" smiles=CCN.SS e_above_lowest_ev=0.703 total_energy_ev=-25380.0107 lumo_ev=0.42
S -2.3865 -1.7643 1.7606 0.210
S -3.0322 0.1567 1.9918 0.195
H -1.7135 -1.8502 2.9140 -0.209
H -4.2143 -0.2635 2.5423 -0.190
C 2.1263 -0.2352 -0.6670 -0.112
C 1.1208 0.7504 -1.2477 -0.370
N -0.2673 0.4652 -0.8848 -0.016
H 2.0067 -1.2199 -1.1058 0.062
H 3.0788 0.1671 -1.0064 0.066
H 2.0032 -0.4070 0.4074 0.071
H 1.4461 1.7896 -0.9940 0.099
H 1.1337 0.8228 -2.3440 0.104
H -0.4861 0.5076 0.0975 0.031
H -0.8157 1.0808 -1.4638 0.058